ORCA calculation (wB97M-V/def2-TZVPD) on a molecular structure, C38H37N3NiO5STe at a distorted geometry.

Values from the calculation:
Maximum force = 2.002 eV Å⁻¹
Electronic energy = -4185.2217 Eh
E_HOMO (alpha / beta) = -7.566 / -7.567 eV

Geometry as ORCA input:
```
! wB97M-V def2-TZVPD RIJCOSX def2/J DEFGRID3
* xyz 0 1
Ni 0.88 -1.21 -0.21
N 3.00 -1.43 -0.34
N 3.54 -1.19 0.94
C 2.68 -1.24 2.09
O 3.24 -1.37 3.17
O 1.43 -1.13 1.81
H 3.16 -2.39 -0.62
H 3.47 -0.83 -1.00
H 4.46 -1.56 1.11
C -4.91 2.66 0.53
C -3.84 1.66 0.15
C -4.15 0.37 -0.24
C -3.19 -0.59 -0.56
C -3.71 -1.96 -0.90
O -4.80 -2.31 -0.49
C -2.93 -2.92 -1.75
C -3.11 -4.28 -1.54
C -2.42 -5.21 -2.31
C -1.57 -4.77 -3.32
C -1.42 -3.41 -3.56
C -2.10 -2.49 -2.78
C -1.82 -0.26 -0.47
O -0.93 -1.17 -0.63
C -1.49 1.09 -0.17
C -2.50 2.00 0.16
C -0.10 1.53 -0.22
N 0.91 0.74 -0.37
C 2.25 1.33 -0.57
C 2.60 1.30 -2.06
Te 4.66 1.70 -2.42
C 4.48 3.67 -1.71
C 4.14 4.69 -2.59
C 4.01 6.00 -2.12
C 4.22 6.28 -0.77
C 4.56 5.26 0.10
C 4.69 3.95 -0.36
C 0.12 3.02 -0.21
C 0.64 3.65 0.92
C 0.93 5.01 0.88
C 0.69 5.74 -0.27
C 0.16 5.12 -1.39
C -0.13 3.76 -1.36
H -5.87 2.17 0.68
H -5.04 3.43 -0.24
H -4.65 3.18 1.46
H -5.19 0.06 -0.29
H -3.78 -4.60 -0.75
H -2.56 -6.27 -2.13
H -1.03 -5.49 -3.93
H -0.78 -3.07 -4.37
H -1.98 -1.43 -2.96
H -2.22 3.01 0.45
H 2.97 0.79 0.04
H 2.29 2.36 -0.25
H 2.03 2.08 -2.59
H 2.35 0.35 -2.54
H 3.98 4.48 -3.64
H 3.75 6.79 -2.81
H 4.13 7.30 -0.41
H 4.73 5.47 1.15
H 4.96 3.16 0.33
H 0.83 3.07 1.82
H 1.35 5.49 1.76
H 0.93 6.80 -0.31
H -0.04 5.69 -2.29
H -0.55 3.26 -2.23
C -3.37 -3.07 4.68
C -2.23 -3.28 3.71
C -0.93 -3.51 4.17
C 0.13 -3.68 3.29
C -0.14 -3.64 1.93
C -1.41 -3.42 1.44
C -2.45 -3.24 2.33
S 1.21 -3.83 0.79
C 0.94 -5.56 0.47
O 0.78 -3.17 -0.55
H -3.00 -2.94 5.70
H -4.05 -3.92 4.67
H -3.95 -2.19 4.40
H -0.74 -3.53 5.24
H 1.14 -3.79 3.66
H -1.57 -3.37 0.37
H -3.46 -3.06 1.96
H -0.10 -5.67 0.13
H 1.11 -6.11 1.40
H 1.63 -5.88 -0.31
*
```

Atom-resolved charges from Löwdin, all expressed in e: atom 1 (Ni): 0.515, atom 2 (N): 0.006, atom 3 (N): -0.007, atom 4 (C): -0.742, atom 5 (O): 0.008, atom 6 (O): -0.094, atom 7 (H): 0.093, atom 8 (H): 0.052, atom 9 (H): 0.129, atom 10 (C): -0.050, atom 11 (C): -0.256, atom 12 (C): 0.033, atom 13 (C): -0.054, atom 14 (C): -0.297, atom 15 (O): 0.078, atom 16 (C): -0.161, atom 17 (C): -0.037, atom 18 (C): -0.080, atom 19 (C): -0.086, atom 20 (C): -0.070, atom 21 (C): -0.026, atom 22 (C): -0.271, atom 23 (O): -0.098, atom 24 (C): -0.062, atom 25 (C): 0.028, atom 26 (C): -0.143, atom 27 (N): 0.067, atom 28 (C): -0.285, atom 29 (C): -0.504, atom 30 (Te): 1.271, atom 31 (C): -0.574, atom 32 (C): -0.146, atom 33 (C): -0.090, atom 34 (C): -0.096, atom 35 (C): -0.087, atom 36 (C): -0.145, atom 37 (C): -0.215, atom 38 (C): -0.030, atom 39 (C): -0.069, atom 40 (C): -0.087, atom 41 (C): -0.067, atom 42 (C): -0.029, atom 43 (H): 0.074, atom 44 (H): 0.078, atom 45 (H): 0.077, atom 46 (H): 0.125, atom 47 (H): 0.119, atom 48 (H): 0.102, atom 49 (H): 0.101, atom 50 (H): 0.104, atom 51 (H): 0.121, atom 52 (H): 0.125, atom 53 (H): 0.077, atom 54 (H): 0.087, atom 55 (H): 0.047, atom 56 (H): 0.043, atom 57 (H): 0.090, atom 58 (H): 0.104, atom 59 (H): 0.105, atom 60 (H): 0.106, atom 61 (H): 0.097, atom 62 (H): 0.135, atom 63 (H): 0.108, atom 64 (H): 0.104, atom 65 (H): 0.106, atom 66 (H): 0.128, atom 67 (C): -0.046, atom 68 (C): -0.255, atom 69 (C): -0.026, atom 70 (C): -0.061, atom 71 (C): -0.400, atom 72 (C): -0.051, atom 73 (C): -0.007, atom 74 (S): 1.020, atom 75 (C): -0.218, atom 76 (O): -0.514, atom 77 (H): 0.074, atom 78 (H): 0.083, atom 79 (H): 0.082, atom 80 (H): 0.115, atom 81 (H): 0.121, atom 82 (H): 0.088, atom 83 (H): 0.118, atom 84 (H): 0.062, atom 85 (H): 0.069, atom 86 (H): 0.060